No. 1
The following is a DFT calculation (ωB97M-V/def2-TZVPD) of a structure of composition C23H50ClIN5O6P at a distorted geometry.

Structure (ORCA input):
```
! wB97M-V def2-TZVPD RIJCOSX def2/J DEFGRID3
* xyz 0 3
O -1.95 1.78 -3.99
H -0.87 2.57 1.92
H -3.59 2.65 -4.99
H 0.70 -2.73 -3.22
C 0.68 -0.86 6.44
H 0.47 -4.22 -1.37
H 0.23 -4.87 0.94
H 4.52 -3.11 -0.15
H 3.66 -0.81 -4.38
C 0.28 -1.93 -2.61
H 1.02 2.54 6.52
H -2.71 2.31 6.37
C 2.05 -3.72 0.87
H -0.88 -1.35 0.35
H 1.39 1.28 7.67
H -2.03 3.13 4.11
H -0.04 -1.62 6.17
H 2.69 -1.54 2.49
C -0.20 -0.96 -0.41
N 0.28 0.62 4.49
H -2.83 -0.37 -6.08
C 0.54 -3.84 0.73
C 3.14 -0.26 -5.16
H -1.27 0.88 2.14
H 0.88 3.47 3.03
H -0.99 -3.49 -0.75
C -3.36 1.87 -4.27
H -3.59 -1.41 -4.16
H -1.07 0.90 7.64
I 2.28 3.11 -6.58
C 0.25 0.53 5.98
H 0.66 -0.98 -2.99
H 1.59 2.77 4.45
C 2.57 -2.33 0.47
H 3.16 1.71 -4.20
O -0.28 -0.43 4.00
H 2.43 -0.30 1.26
O -1.21 3.89 -5.16
O 2.73 -2.53 -1.78
O -1.15 1.76 -6.51
C 1.37 1.54 -5.37
H 0.94 0.81 -6.03
H 0.45 -0.23 0.06
H 2.53 -4.48 0.25
C 0.63 3.05 4.00
H 1.65 -1.13 6.02
H -4.43 -0.45 -6.40
P -1.01 2.47 -5.05
Cl -2.13 2.61 -7.58
H 3.87 0.07 -5.89
H 4.45 -2.53 1.50
C -0.33 1.84 3.87
C 2.47 0.93 -4.51
C 4.09 -2.34 0.49
H -2.43 1.43 4.15
N -3.70 0.15 -6.05
C -3.96 0.50 -4.66
C 0.60 -2.08 -1.13
H -3.63 -0.44 -2.88
H 0.03 -3.22 1.47
C -1.69 2.17 4.48
H -5.66 1.28 -3.84
H -1.83 0.05 6.31
H 2.34 -3.93 1.90
N -5.40 0.51 -4.45
H 0.41 1.36 1.89
O 0.43 2.14 -4.47
C -0.53 1.64 2.37
H 2.42 -0.95 -5.58
H -3.82 2.12 -3.32
C 2.16 -1.32 1.56
H 0.21 3.86 4.60
H 1.94 0.58 -3.62
H -0.80 -1.95 -2.76
H 4.49 -1.37 0.18
N -3.29 -0.50 -3.83
H -5.87 0.72 -5.33
N 2.06 -1.92 -0.87
H 0.77 -0.87 7.53
H -0.80 -0.38 -1.11
C -1.69 2.18 6.01
C 1.29 1.49 6.60
H 2.27 1.35 6.15
H 1.10 -1.34 1.80
H -1.11 3.03 6.39
C -1.13 0.86 6.55
C 0.10 -3.46 -0.68
*
```

Calculated values
⟨S²⟩: 2.008
HOMO energy (alpha / beta): -0.309 / -0.341 Ha
lowest unoccupied orbital energy (alpha / beta): -0.226 / -0.226 eV
energy: -2730.7300 hartree


No. 2
The following is a DFT calculation (ωB97M-V/def2-TZVPD) of the molecule C4H7NO.

Structure (ORCA input):
```
! wB97M-V def2-TZVPD RIJCOSX def2/J DEFGRID3
* xyz 0 1
H 2.25 1.66 0.31
C 1.44 0.97 0.10
H -0.58 -1.22 -0.58
H -1.75 1.38 0.53
C -1.11 -0.65 0.18
H -2.17 -0.93 0.09
H 1.45 -2.12 0.05
C 1.48 -1.37 -0.77
O 0.23 1.50 0.35
H -1.16 1.08 -1.12
C -0.99 0.85 -0.06
N 1.67 -0.22 -0.27
H -0.77 -0.93 1.18
*
```

Calculated values
HOMO energy: -0.290 Ha
lowest unoccupied orbital energy: 0.909 eV
energy: -286.4851 hartree


No. 3
The following is a DFT calculation (ωB97M-V/def2-TZVPD) of a structure of composition C32H33AlClN7OS at a distorted geometry.

Structure (ORCA input):
```
! wB97M-V def2-TZVPD RIJCOSX def2/J DEFGRID3
* xyz 2 1
H -5.13 1.07 -0.44
C 6.66 -0.99 -0.83
H 3.76 5.44 1.83
H -1.67 3.82 -0.89
N 0.30 -2.53 0.19
N 1.33 2.59 -0.05
H -5.61 1.88 1.81
N 4.14 0.01 -0.23
C 1.21 -1.69 0.57
H -0.26 1.79 -1.07
C -1.30 -2.71 -1.57
H -4.52 -3.30 -2.91
O -2.42 -1.90 0.40
N 4.53 0.07 2.90
C 4.10 4.45 1.55
C 1.12 4.85 0.71
C 3.25 3.53 0.95
C 5.25 0.65 0.19
C 1.85 3.69 0.56
C -0.17 4.92 0.20
C -3.67 -3.56 -0.92
H -4.85 -2.57 0.66
H -3.82 -5.39 0.23
N 1.31 -0.61 -0.28
H -2.44 -4.42 0.70
H -0.76 5.82 0.30
C 0.10 2.67 -0.55
H -2.42 -5.34 -0.80
H -2.85 -2.49 1.03
H 3.38 -1.58 -1.29
H 7.64 -1.38 -1.09
H -3.05 -4.27 -2.87
H -3.27 0.90 -2.19
C -4.61 1.60 1.55
C -5.00 -3.17 -0.23
H 6.87 2.51 1.66
H 7.40 0.70 0.26
C 4.98 1.95 0.79
C 4.28 -1.11 -0.95
C -3.97 -4.04 -2.34
C -2.70 -2.32 -0.92
H -1.51 1.36 2.88
C -3.59 1.68 2.49
Cl -3.91 2.25 4.08
H -5.54 -4.07 0.05
C -4.33 1.14 0.27
H -1.30 -2.49 -2.63
C 5.87 2.81 1.44
C -0.69 3.81 -0.46
C -2.30 1.31 2.15
H 1.82 -1.84 1.43
C 3.41 0.32 2.80
H -1.03 0.52 0.66
C -3.04 0.75 -0.09
C -3.04 -4.74 -0.15
H 5.58 -2.51 -1.90
C -2.03 0.85 0.87
H 6.07 4.74 2.33
H 1.56 5.70 1.20
C -3.33 -1.16 -1.73
N -0.21 -2.03 -0.93
S 1.82 0.77 2.60
H -4.56 -4.94 -2.30
C 0.39 -0.89 -1.22
N 3.71 2.32 0.60
H -1.70 0.27 -1.69
C 5.41 4.06 1.82
H -3.21 -1.39 -2.79
C -2.77 0.25 -1.48
H 0.23 -0.31 -2.11
H -1.12 -3.77 -1.39
H -5.65 -2.61 -0.90
C 5.52 -1.63 -1.29
H -4.39 -1.12 -1.52
C 6.53 0.17 -0.08
Al 2.38 0.89 0.39
*
```

Calculated values
HOMO energy: -0.478 Ha
lowest unoccupied orbital energy: -6.812 eV
energy: -2798.2415 hartree


No. 4
The following is a DFT calculation (ωB97M-V/def2-TZVPD) of a structure of composition C10H15BClO2TcTm at a distorted geometry.

Structure (ORCA input):
```
! wB97M-V def2-TZVPD RIJCOSX def2/J DEFGRID3
* xyz 0 6
H -0.10 2.63 5.10
H 0.58 -0.99 7.35
H 2.76 1.29 -5.18
C 2.02 1.10 -4.37
H 0.93 -2.23 5.19
Tm 0.04 -0.35 -0.61
C 0.13 1.57 5.14
H 2.59 0.59 -3.57
H 0.09 -2.47 -6.30
C 0.62 -0.50 4.00
Tc 0.36 -0.07 -4.93
H -2.29 -0.15 -4.45
H -2.79 -0.35 0.20
C 0.71 -1.17 5.19
C 0.78 -1.73 -5.82
C 0.51 -0.47 6.40
H -2.09 0.56 -6.04
H -1.84 1.55 -4.59
C -1.65 0.55 -5.03
C 0.22 0.89 6.37
H 1.76 -2.22 -5.99
Cl -0.40 1.59 -2.02
C 0.33 0.87 3.96
H 1.76 2.10 -3.95
C -2.04 -1.08 -0.15
H -2.01 -1.89 0.60
B 0.40 0.13 1.85
H -2.45 -1.52 -1.08
O 0.73 -0.99 2.75
O 0.26 1.31 2.69
H 0.07 1.43 7.30
*
```

Calculated values
⟨S²⟩: 8.786
HOMO energy (alpha / beta): -0.251 / -0.310 Ha
lowest unoccupied orbital energy (alpha / beta): -1.139 / -1.737 eV
energy: -2191.3759 hartree


No. 5
The following is a DFT calculation (ωB97M-V/def2-TZVPD) of a structure of composition C26H29N5S2SeV.

Structure (ORCA input):
```
! wB97M-V def2-TZVPD RIJCOSX def2/J DEFGRID3
* xyz 0 4
C 0.88 -2.01 -0.18
H -2.11 -1.14 3.14
C -3.02 -3.25 0.93
S 1.83 4.22 2.48
C -3.57 -1.15 -0.80
C -3.88 -0.05 -1.78
H 4.15 6.75 -1.07
V 0.16 0.99 -0.70
H -1.47 -3.99 -2.36
C 2.31 3.91 -1.38
Se -2.09 0.84 0.68
C -2.76 -0.92 0.32
N 0.04 -1.35 -0.96
H -0.16 3.16 -2.36
H -0.33 1.36 2.15
C -2.48 -1.99 1.19
C 2.07 -1.42 1.95
C -0.42 2.09 -2.41
H -4.74 -2.57 -1.88
H -1.42 -2.76 2.89
C -4.10 -2.41 -1.01
C 3.18 5.76 0.55
C 3.10 4.99 -1.73
C 0.96 -3.39 -0.09
H -4.69 0.59 -1.42
H 3.50 6.47 1.31
S 2.59 0.37 -1.49
H 1.68 -3.86 0.55
C 2.55 -0.20 0.10
C 1.02 2.84 1.76
H 0.10 -5.20 -0.85
N 1.76 -1.20 0.61
H -0.68 -1.32 2.15
N 3.31 0.21 1.14
N 0.36 1.99 2.57
C 4.27 1.30 1.07
C -0.78 -3.45 -1.73
H -0.02 1.74 -3.38
H 4.73 1.29 0.08
H 1.96 3.21 -2.12
C 0.09 -4.12 -0.89
H 5.03 1.14 1.83
N 1.15 2.71 0.47
C -1.63 -1.80 2.41
H 3.50 -0.33 3.22
C 3.53 5.92 -0.78
H -4.20 -0.47 -2.74
H -1.43 -1.51 -2.38
H -3.03 0.60 -1.94
C -3.84 -3.48 -0.17
C 1.94 3.74 -0.05
H 0.17 2.29 3.51
H -2.79 -4.06 1.61
H -5.50 -4.83 -0.40
H -4.13 -5.22 -1.42
C -0.77 -2.07 -1.74
H 3.38 5.13 -2.76
C 3.02 -0.53 2.28
H 3.78 2.26 1.22
H -4.07 -5.57 0.31
C -4.41 -4.85 -0.43
H -1.51 2.07 -2.50
H 1.54 -2.15 2.54
C 2.39 4.67 0.89
*
```

Calculated values
⟨S²⟩: 3.767
HOMO energy (alpha / beta): -0.230 / -0.262 Ha
lowest unoccupied orbital energy (alpha / beta): 0.257 / 0.227 eV
energy: -5423.8111 hartree


No. 6
The following is a DFT calculation (ωB97M-V/def2-TZVPD) of the ion C2H5ClN4OP with charge +1 at a distorted geometry.

Structure (ORCA input):
```
! wB97M-V def2-TZVPD RIJCOSX def2/J DEFGRID3
* xyz 1 1
H -2.87 0.48 -1.05
N -2.15 -0.05 -0.56
H 1.45 -1.24 1.06
H 3.01 0.44 -0.97
H 1.80 2.09 0.22
N -1.02 -1.50 0.57
H -3.10 -1.83 0.18
N 1.11 -0.43 0.53
Cl -0.55 1.85 -1.31
N -0.88 0.41 -0.51
C -0.19 -0.49 0.21
O 3.30 0.68 1.32
C -2.22 -1.20 0.08
P 2.32 0.78 0.22
*
```

Calculated values
HOMO energy: -0.522 Ha
lowest unoccupied orbital energy: -4.659 eV
energy: -1174.7126 hartree
SMILES: O=[PH2]Nc1nc[nH][n+]1Cl


No. 7
The following is a DFT calculation (ωB97M-V/def2-TZVPD) of a structure of composition C19H22NO6PPtS3Se at a distorted geometry.

Structure (ORCA input):
```
! wB97M-V def2-TZVPD RIJCOSX def2/J DEFGRID3
* xyz 0 5
S 1.09 4.31 -0.59
H -1.00 -0.10 -2.24
H -0.87 -5.88 -1.25
H -4.09 3.82 1.32
C -3.09 3.94 0.92
C 2.62 1.07 1.29
O 0.14 -3.85 0.11
C 4.94 1.85 -0.07
H 1.12 -2.87 -2.35
S 0.60 -0.93 -0.07
H 3.75 3.43 -0.89
H 5.86 0.18 0.91
C -1.73 -0.81 -2.64
C -2.83 5.03 0.08
H 2.26 -4.21 -2.50
H -3.62 -1.08 0.27
H 2.39 -3.08 -1.14
O -1.68 -2.57 -0.96
O 0.70 0.54 4.55
H -3.62 5.73 -0.16
O 0.01 -1.55 3.17
Pt 0.77 0.40 1.99
O -1.72 -0.78 5.23
H 5.84 2.14 -0.59
C -3.04 -0.56 -0.49
C 1.34 2.87 0.32
H -2.24 -0.01 0.00
S -1.65 -2.55 1.93
C 4.95 0.74 0.78
C -2.11 3.03 1.25
C 0.79 -4.53 -1.00
H 1.39 -5.28 -0.49
O -1.27 0.64 2.86
C -2.50 -1.50 -1.54
H -2.31 2.20 1.91
H -1.22 -1.53 -3.28
C 1.69 -3.60 -1.79
C -0.83 3.22 0.73
C 3.77 2.57 -0.23
P -0.63 -2.49 0.21
H -3.32 -2.07 -1.98
Se -0.66 -0.30 4.13
H -0.90 -4.49 -2.35
H -2.45 -0.26 -3.26
C -0.57 4.31 -0.10
C 2.62 2.17 0.44
C 3.80 0.35 1.46
C -0.25 -5.22 -1.85
C -1.56 5.23 -0.44
H 0.25 -5.82 -2.62
H -1.35 6.08 -1.08
H 3.84 -0.50 2.12
N 0.29 2.41 0.94
H -3.69 0.17 -0.99
*
```

Calculated values
⟨S²⟩: 6.016
HOMO energy (alpha / beta): -0.286 / -0.326 Ha
lowest unoccupied orbital energy (alpha / beta): -0.384 / -2.900 eV
energy: -5299.9223 hartree


No. 8
The following is a DFT calculation (ωB97M-V/def2-TZVPD) of a cluster of 6 separate species, C32H44N4O6 in total at a distorted geometry.

Structure (ORCA input):
```
! wB97M-V def2-TZVPD RIJCOSX def2/J DEFGRID3
* xyz 1 2
H 0.94 5.54 -0.31
H 6.07 3.93 2.79
H -4.03 1.58 3.54
C 2.69 2.33 -4.87
C 1.78 0.82 -0.22
C 0.73 3.40 -6.60
C 4.05 4.40 -0.08
C 1.60 -5.54 2.14
C 1.24 2.11 -6.79
C -4.35 -0.38 3.32
H 0.00 0.12 0.73
C -3.28 -0.51 -0.68
C 2.38 -1.87 -0.49
H -5.38 -2.75 6.65
C 2.20 -5.53 -0.18
H 3.55 1.19 -1.33
H -2.28 -0.30 3.94
C -4.63 -2.89 -0.89
H 0.05 3.87 -7.29
C 2.90 0.44 -0.92
H 0.58 -2.14 0.81
H -4.93 -1.01 2.65
H 0.76 1.57 -7.60
O -7.28 -2.92 0.18
C -4.59 -0.54 -0.22
C 0.26 -5.33 1.87
C -4.99 -0.77 4.69
C 3.17 -0.91 -1.05
H -5.00 0.40 0.12
H 2.69 -2.90 -0.64
C 2.21 1.58 -5.95
H 4.58 4.90 2.68
H -1.13 -5.16 0.24
O 2.87 4.95 0.48
H -1.60 -1.38 -1.51
C 1.25 -1.47 0.29
H 2.34 6.58 -0.71
H -2.77 -3.70 -1.58
C -5.29 -1.77 -0.32
H 1.91 -5.82 3.13
C 2.55 -5.64 1.10
N -4.61 0.97 2.97
O -4.97 -2.24 4.72
H 4.06 -1.06 -1.65
H 1.40 1.82 -0.29
H 6.40 2.14 0.71
H 3.53 -6.01 1.35
N -6.70 -1.82 0.10
H 5.90 5.32 1.69
O -7.31 -0.72 0.21
C 5.39 4.45 2.11
H -5.94 -3.76 5.36
N 3.84 1.87 -4.07
C -2.61 -1.59 -1.21
C 0.87 -5.30 -0.49
H 2.12 5.14 -1.50
H 2.51 0.58 -6.22
C 2.01 5.56 -0.50
H -5.06 -3.88 -0.83
H 0.40 -5.25 -1.46
H 2.39 4.11 -3.74
H 3.80 3.74 -0.90
C -0.09 -5.23 0.50
H 4.60 5.28 -0.42
H -2.65 -1.73 3.15
O 4.22 0.68 -4.27
H -6.02 -0.42 4.67
H -6.85 -2.28 5.75
H 4.34 2.81 1.35
C 1.02 4.11 -5.44
C -3.26 -2.78 -1.27
C -5.86 -2.71 5.67
H -0.55 -5.19 2.57
N 6.09 3.01 0.30
C -2.85 -0.67 3.08
H 5.85 2.70 -0.63
H 0.59 5.06 -5.17
H -2.42 -0.32 2.14
C 0.97 -0.15 0.36
C 2.05 3.60 -4.63
O 4.31 2.66 -3.31
C 4.93 3.61 0.90
H 2.98 -5.73 -0.90
H -4.43 -0.35 5.52
H -2.66 0.37 -0.60
H -5.58 1.15 3.20
*
```

Calculated values
⟨S²⟩: 0.755
HOMO energy (alpha / beta): -0.396 / -0.396 Ha
lowest unoccupied orbital energy (alpha / beta): -3.300 / -8.737 eV
energy: -1915.5646 hartree